[1]
ORCA calculation (ωB97M-V/def2-TZVPD) on C30H35F5IrN7O3Te as an isolated structure.

Cartesian coordinates (Å):
C -3.035 -4.803 -0.941
H 4.336 5.345 2.334
C 4.903 0.998 -0.167
F -4.200 -6.169 0.962
C 3.023 5.826 0.673
H -0.925 1.685 -0.083
C 1.928 -1.144 -0.554
F -4.204 -7.094 3.390
H 0.370 -4.082 -2.840
H 3.663 7.274 3.628
H -3.667 -3.276 -2.308
C -2.803 0.252 -2.278
N -3.833 1.070 -2.576
C -2.940 -4.089 -2.280
C 1.086 5.756 2.104
H 6.746 0.822 0.928
C 3.177 -0.681 -0.328
H -0.834 -5.225 -3.479
C -1.647 -2.724 -3.756
N 3.488 0.630 -0.100
C -2.364 -4.668 1.367
C -1.450 -4.830 3.648
H -3.168 2.316 -4.123
N -1.623 -3.510 -2.525
H 4.742 6.870 1.509
H 1.362 6.710 4.041
O -0.283 -0.478 -1.094
F -0.680 4.151 0.660
C 1.936 6.136 3.316
H 0.264 5.133 2.440
C -3.264 -5.679 1.792
H 5.666 -0.555 1.134
H -1.775 0.474 -2.505
H -1.822 -3.366 -4.630
H -3.203 -4.811 -3.068
H -4.096 -4.939 -0.728
C 0.352 3.292 0.491
C 1.143 1.122 -0.140
C 3.929 6.225 1.839
H 3.702 3.171 0.773
C 1.653 3.742 0.729
H -5.951 0.900 -2.247
H 3.593 5.252 -0.054
C 1.730 -2.648 -0.721
H 5.318 0.554 -1.073
C 0.849 -0.214 -0.632
H -4.731 2.746 -3.409
H -2.595 -5.802 -1.022
H 0.652 6.669 1.669
C -4.581 -0.720 -1.572
H -3.233 3.080 -2.526
F -0.529 -4.411 4.524
C -0.594 -4.546 -2.648
O 2.720 -3.304 -1.035
H 2.715 7.802 2.385
C -3.282 -6.177 3.078
N 1.897 5.063 1.136
C 2.698 2.845 0.539
F -0.377 -3.551 2.068
H -2.419 -6.149 5.049
H -0.687 -2.220 -3.876
Te -2.350 -0.722 1.607
C -2.392 -5.757 4.044
C 2.471 1.537 0.092
H -0.502 -5.110 -1.724
Ir -1.511 -2.194 -0.408
H 4.002 -1.382 -0.341
H 4.982 2.076 -0.278
H -2.432 -1.973 -3.712
C -3.732 2.377 -3.193
H 2.678 6.745 0.173
C 0.094 2.016 0.079
H 2.337 5.243 3.792
C 5.702 0.529 1.044
O 0.570 -3.096 -0.464
N -3.220 -0.842 -1.673
C -4.976 0.461 -2.125
H -5.190 -1.475 -1.105
N -2.379 -4.071 0.135
N 3.093 6.967 2.840
C -1.410 -4.333 2.365
H 5.314 0.963 1.966

Calculated values
**Net charge**: +1
**HOMO level (spin up / spin down)**: -7.405 / -8.773 eV
**Spin multiplicity**: 6
**M**: 956.5 u
**Energy above the lowest of the compared OMol25 structures with the same formula, charge and spin**: 0.519 eV


[2]
ORCA calculation (ωB97M-V/def2-TZVPD) on C30H35F6N3O4RhS2SbSi3 as an isolated structure.

Cartesian coordinates (Å):
N -0.619 -0.336 1.956
O -6.426 5.734 -0.721
F 1.010 -3.222 1.860
N -2.490 -5.473 -5.421
H -7.604 5.735 -2.417
C 3.612 -0.377 -0.992
H 2.522 3.530 2.978
H -0.425 3.996 1.215
S -1.927 -1.512 -0.806
H 4.352 2.247 1.878
H 1.839 4.853 0.943
F 1.862 -3.389 -1.765
C -5.406 4.819 -0.658
H 2.936 3.484 -2.832
N 0.375 -3.273 -7.258
C 4.566 1.612 1.017
H 0.312 3.897 -2.557
C -4.191 4.945 -0.037
C -1.146 -1.872 3.700
C -1.849 -3.083 -2.976
C -0.396 -1.120 -3.007
C -4.920 2.600 -1.455
H 4.816 2.259 0.174
C -2.010 -4.575 -4.887
O -2.968 0.697 -1.811
C -7.445 5.133 -1.518
F 1.058 -1.503 -0.089
H -0.667 2.911 -1.479
H -1.539 2.835 1.935
C -2.742 1.526 -0.938
C 0.137 3.641 -1.509
H -0.543 3.876 2.973
H 4.497 0.106 -1.411
C 3.046 -0.681 2.103
H 3.141 -0.115 3.030
Si 1.731 2.989 -0.741
H 0.583 0.772 4.874
C -0.509 -1.064 4.622
H 3.888 -1.376 2.051
C -0.457 -2.639 -4.894
C 0.071 0.115 4.183
H -1.582 -2.821 3.978
H 5.456 1.018 1.252
C 2.900 2.615 -2.169
H 3.438 4.165 0.645
H 2.727 5.282 -0.525
C -1.339 -1.935 -2.339
C -3.326 3.849 -0.121
H -1.633 -2.105 1.627
C 0.011 0.463 2.841
H -8.366 5.065 -0.935
C 1.615 1.596 0.505
H -5.173 1.710 -2.013
F 1.900 -5.306 0.321
Si 0.797 2.004 2.080
H 3.866 -1.424 -0.818
H 2.575 1.756 -2.756
C -1.175 -1.475 2.376
H 2.779 1.918 3.639
C -3.678 2.699 -0.808
C -0.562 3.300 2.044
O -1.763 1.509 -0.086
H 3.916 2.417 -1.825
H 2.136 -1.276 2.166
H -2.568 -3.697 -2.451
C 2.013 2.651 3.383
Si 3.101 0.465 0.610
H 0.784 -0.913 -4.798
H 1.510 2.957 4.306
C -5.757 3.676 -1.353
C -1.431 -3.438 -4.233
H -3.913 5.852 0.481
C 0.041 -1.513 -4.290
F -0.264 -3.835 -0.325
H 2.816 -0.359 -1.735
O -7.016 3.829 -1.888
H -0.217 4.540 -1.000
S 0.163 0.352 -2.350
Sb 1.544 -3.482 0.081
C 2.503 4.463 0.167
F 3.360 -3.121 0.351
H -0.452 -1.355 5.663
C 0.007 -3.000 -6.204
Rh -0.334 0.085 -0.114
H -2.356 3.897 0.346

Calculated values
**Net charge**: -1
**HOMO level (spin up / spin down)**: -5.570 / -5.607 eV
**Spin multiplicity**: 2
**M**: 988.7 u
**Energy above the lowest of the compared OMol25 structures with the same formula, charge and spin**: 0.656 eV


[3]
ORCA calculation (ωB97M-V/def2-TZVPD) on C30H35FN5SSi2Tm as an isolated structure.

Cartesian coordinates (Å):
N -11.976 -12.220 11.011
C -12.640 -18.100 9.030
H -7.685 -13.463 5.951
N -9.671 -12.972 9.862
C -3.298 -18.318 8.246
C -11.557 -20.131 10.536
C -11.357 -18.464 8.780
C -12.225 -10.771 7.546
C -10.840 -19.541 9.494
C -13.437 -18.756 9.983
C -5.464 -17.188 8.255
H -11.079 -20.895 11.190
C -11.291 -10.036 10.109
C -12.295 -11.682 8.618
S -9.895 -15.584 10.948
H -8.768 -14.492 6.867
H -13.457 -20.262 11.554
N -11.549 -13.493 11.124
C -11.663 -9.491 7.728
H -5.330 -13.437 5.605
H -4.689 -11.786 7.607
H -5.649 -9.774 6.778
C -7.863 -12.343 8.699
H -9.260 -18.182 5.490
C -6.527 -12.570 8.447
H -12.696 -12.688 8.475
N -8.600 -13.338 9.368
C -4.834 -18.677 10.049
H -10.866 -15.597 6.050
F -6.889 -17.648 10.122
Si -10.301 -17.419 7.587
H -9.529 -11.075 8.305
H -8.676 -19.287 6.847
H -6.145 -13.496 8.870
H -14.463 -18.411 10.122
H -3.978 -16.720 6.851
H -8.028 -9.317 7.009
H -4.176 -14.870 5.179
C -8.469 -11.183 8.161
H -13.061 -17.322 8.431
H -6.564 -16.429 3.859
C -11.266 -9.159 9.003
C -5.697 -17.836 9.484
H -12.843 -12.160 11.526
H -8.530 -14.834 5.282
H -5.736 -17.677 4.735
H -11.360 -8.893 6.876
C -4.213 -17.379 7.690
C -6.280 -10.470 7.316
H -2.324 -18.441 7.893
N -6.417 -16.292 7.814
C -7.955 -14.518 6.117
H -4.370 -14.236 6.793
Tm -8.400 -15.756 8.924
C -9.528 -18.714 6.436
C -6.512 -16.880 4.870
H -9.801 -19.799 9.375
H -5.230 -19.276 10.890
H -10.868 -8.141 9.170
C -11.856 -11.278 9.917
C -10.435 -13.915 10.565
C -3.622 -18.958 9.390
H -12.107 -15.812 7.249
C -7.659 -10.269 7.475
H -12.467 -11.081 6.538
C -5.741 -11.634 7.806
H -11.025 -9.579 11.053
H -2.976 -19.725 9.804
H -10.287 -19.399 6.126
H -12.055 -16.865 5.834
H -7.444 -17.463 4.909
C -11.443 -16.361 6.582
Si -6.376 -15.599 6.228
C -4.892 -14.432 5.879
C -12.913 -19.749 10.776

Calculated values
**HOMO level (spin up / spin down)**: -7.053 / -7.024 eV
**Spin multiplicity**: 3
**M**: 741.8 u


Number 1: energy -2644.5158 hartree. Number 2: energy -4244.6382 hartree. Number 3: energy -3600.1795 hartree.